ORCA calculation (ωB97M-V/def2-TZVPD) on a 2-piece molecular cluster, C2H6NO overall.

Each atom is followed by the atoms it is bonded to, with distances in Å.
Positions of all 10 atoms, in Å:
1 C -0.736 1.031 1.304  C2 1.345, O4 1.118
2 C 0.414 1.032 0.607  C1 1.345, H5 1.258, H6 1.012, H7 1.031
3 N -0.415 -1.058 -0.663  H8 0.988, H9 1.001, H10 1.013
4 O -1.655 0.909 1.929  C1 1.118
5 H 0.232 2.150 1.156  C2 1.258
6 H 0.368 1.162 -0.396  C2 1.012
7 H 1.277 0.557 0.913  C2 1.031
8 H -0.588 -1.130 -1.633  N3 0.988
9 H -1.223 -0.744 -0.162  N3 1.001
10 H -0.283 -2.025 -0.391  N3 1.013

Output
largest force on an atom: 0.08581 Eh/bohr
orbital gap: 9.45 eV
net charge: +1
HOMO level: -15.11 eV

=====

ORCA calculation (ωB97M-V/def2-TZVPD) on one molecule with the formula C19H26N4O2S.

Each atom is followed by the atoms it is bonded to, with distances in Å.
Positions of all 52 atoms, in Å:
1 C -6.057 -1.664 0.051  C2 1.535, H27 1.087, H28 1.087, H29 1.087
2 C -5.259 -2.437 -1.007  C1 1.535, N3 1.445, H30 1.094, H31 1.095
3 N -3.849 -2.646 -0.762  C2 1.445, C4 1.452, C6 1.440
4 C -3.551 -3.506 0.368  N3 1.452, C5 1.525, H32 1.103, H33 1.095
5 C -2.113 -4.013 0.350  C4 1.525, H34 1.087, H35 1.087, H36 1.087
6 C -2.979 -1.515 -0.953  N3 1.440, C7 1.549, H37 1.094, H38 1.095
7 C -2.808 -0.537 0.236  C6 1.549, N8 1.443, H39 1.091, H40 1.091
8 N -1.688 0.347 0.017  C7 1.443, C9 1.347, H41 1.009
9 C -0.439 0.006 0.389  N8 1.347, O10 1.224, C11 1.497
10 O -0.182 -1.020 1.006  C9 1.224
11 C 0.660 0.925 -0.044  C9 1.497, C12 1.347, N19 1.393
12 C 0.532 2.213 -0.417  C11 1.347, C13 1.446, H42 1.082
13 C -0.644 3.044 -0.279  C12 1.446, C14 1.383, N17 1.373
14 C -1.199 3.891 -1.221  C13 1.383, C15 1.402, H43 1.072
15 C -2.308 4.514 -0.631  C14 1.402, C16 1.371, H44 1.072
16 C -2.383 4.056 0.658  C15 1.371, N17 1.357, H45 1.073
17 N -1.384 3.162 0.872  C13 1.373, C16 1.357, C18 1.436
18 C -1.099 2.560 2.143  N17 1.436, H46 1.093, H47 1.091, H48 1.089
19 N 1.862 0.222 -0.053  C11 1.393, C20 1.362, H49 1.019
20 C 3.105 0.651 -0.407  N19 1.362, O21 1.218, C22 1.470
21 O 3.350 1.760 -0.848  C20 1.218
22 C 4.166 -0.349 -0.226  C20 1.470, C23 1.370, S26 1.737
23 C 5.492 -0.142 -0.501  C22 1.370, C24 1.406, H50 1.075
24 C 6.292 -1.269 -0.239  C23 1.406, C25 1.360, H51 1.075
25 C 5.570 -2.321 0.232  C24 1.360, S26 1.714, H52 1.072
26 S 3.900 -1.960 0.365  C22 1.737, C25 1.714
27 H -5.744 -0.625 0.102  C1 1.087
28 H -7.113 -1.688 -0.206  C1 1.087
29 H -5.933 -2.116 1.032  C1 1.087
30 H -5.351 -1.922 -1.968  C2 1.094
31 H -5.709 -3.429 -1.121  C2 1.095
32 H -3.749 -3.021 1.339  C4 1.103
33 H -4.229 -4.362 0.289  C4 1.095
34 H -2.002 -4.805 1.087  C5 1.087
35 H -1.873 -4.415 -0.631  C5 1.087
36 H -1.406 -3.225 0.594  C5 1.087
37 H -3.337 -0.959 -1.824  C6 1.094
38 H -1.982 -1.898 -1.191  C6 1.095
39 H -3.702 0.069 0.390  C7 1.091
40 H -2.591 -1.106 1.142  C7 1.091
41 H -1.808 1.120 -0.621  N8 1.009
42 H 1.398 2.698 -0.848  C12 1.082
43 H -0.847 4.018 -2.226  C14 1.072
44 H -2.966 5.222 -1.095  C15 1.072
45 H -3.069 4.312 1.442  C16 1.073
46 H -1.739 1.693 2.326  C18 1.093
47 H -1.263 3.289 2.939  C18 1.091
48 H -0.060 2.234 2.171  C18 1.089
49 H 1.748 -0.712 0.336  N19 1.019
50 H 5.857 0.796 -0.878  C23 1.075
51 H 7.356 -1.298 -0.393  C24 1.075
52 H 5.919 -3.296 0.510  C25 1.072

Output
largest force on an atom: 0.01462 Eh/bohr
orbital gap: 8.01 eV
HOMO level: -7.79 eV

=====

ORCA calculation (ωB97M-V/def2-TZVPD) on a 4-piece molecular cluster, C8H24O4 overall.

Each atom is followed by the atoms it is bonded to, with distances in Å.
Positions of all 36 atoms, in Å:
1 C 27.896 -10.590 -31.921  C2 1.497, H5 1.091, H6 1.092, H7 1.094
2 C 26.470 -10.142 -31.842  C1 1.497, C3 1.520, O4 1.422, H8 1.101
3 C 26.368 -8.675 -31.456  C2 1.520, H9 1.090, H10 1.096, H11 1.093
4 O 25.855 -10.398 -33.098  C2 1.422, H12 0.961
5 H 27.997 -11.607 -32.304  C1 1.091
6 H 28.371 -10.558 -30.938  C1 1.092
7 H 28.486 -9.953 -32.587  C1 1.094
8 H 25.972 -10.723 -31.051  C2 1.101
9 H 26.650 -8.498 -30.418  C3 1.090
10 H 25.341 -8.311 -31.567  C3 1.096
11 H 26.985 -8.048 -32.104  C3 1.093
12 H 24.916 -10.215 -33.019  O4 0.961
13 C 16.814 -8.269 -33.032  C14 1.506, H17 1.093, H18 1.096, H19 1.089
14 C 15.727 -7.495 -33.729  C13 1.506, C15 1.523, O16 1.426, H20 1.093
15 C 15.338 -6.225 -32.983  C14 1.523, H21 1.090, H22 1.095, H23 1.092
16 O 16.099 -7.228 -35.080  C14 1.426, H24 0.965
17 H 16.445 -8.766 -32.131  C13 1.093
18 H 17.643 -7.616 -32.738  C13 1.096
19 H 17.237 -9.021 -33.697  C13 1.089
20 H 14.828 -8.111 -33.824  C14 1.093
21 H 16.185 -5.566 -32.791  C15 1.090
22 H 14.885 -6.488 -32.021  C15 1.095
23 H 14.560 -5.693 -33.534  C15 1.092
24 H 16.616 -6.415 -35.114  O16 0.965
25 C 21.923 -6.849 -32.189  O26 1.423, H27 1.086, H28 1.092, H29 1.095
26 O 20.973 -7.907 -32.145  C25 1.423, H30 0.959
27 H 22.932 -7.238 -32.087  C25 1.086
28 H 21.784 -6.294 -33.119  C25 1.092
29 H 21.763 -6.143 -31.367  C25 1.095
30 H 20.259 -7.659 -31.554  O26 0.959
31 C 18.610 -4.231 -33.926  O32 1.424, H33 1.091, H34 1.093, H35 1.089
32 O 17.592 -4.639 -34.835  C31 1.424, H36 0.961
33 H 18.844 -3.171 -34.033  C31 1.091
34 H 18.339 -4.475 -32.896  C31 1.093
35 H 19.519 -4.778 -34.170  C31 1.089
36 H 16.862 -4.016 -34.783  O32 0.961

Output
largest force on an atom: 0.01771 Eh/bohr
orbital gap: 10.41 eV
HOMO level: -9.87 eV

=====

ORCA calculation (ωB97M-V/def2-TZVPD) on one molecule with the formula C18H15N5S.

Each atom is followed by the atoms it is bonded to, with distances in Å.
Positions of all 39 atoms, in Å:
1 C 3.506 -3.192 3.791  S2 1.807, H25 1.093, H26 1.107, H27 1.068
2 S 2.198 -3.707 2.656  C1 1.807, C3 1.789
3 C 1.791 -2.177 1.823  S2 1.789, N4 1.291, C24 1.447
4 N 2.198 -1.000 2.164  C3 1.291, N5 1.374
5 N 1.479 -0.107 1.405  N4 1.374, C6 1.417, C12 1.410
6 C 1.421 1.288 1.647  N5 1.417, C7 1.410, C11 1.420
7 C 0.272 2.079 1.438  C6 1.410, C8 1.399, H28 1.068
8 C 0.328 3.455 1.681  C7 1.399, C9 1.422, H29 1.094
9 C 1.527 4.119 2.057  C8 1.422, C10 1.405, H30 1.057
10 C 2.683 3.339 2.227  C9 1.405, C11 1.423, H31 1.081
11 C 2.605 1.923 2.106  C6 1.420, C10 1.423, H32 1.072
12 C 0.654 -0.769 0.474  N5 1.410, C13 1.395, C24 1.380
13 C -0.265 -0.379 -0.500  C12 1.395, C14 1.411, H33 1.088
14 C -1.008 -1.335 -1.226  C13 1.411, C15 1.460, C22 1.432
15 C -2.011 -0.945 -2.212  C14 1.460, C16 1.370, H34 1.094
16 C -2.226 0.329 -2.668  C15 1.370, N17 1.402, H35 1.090
17 N -3.169 0.664 -3.650  C16 1.402, C18 1.413, N21 1.360
18 C -4.231 -0.167 -4.071  N17 1.413, N19 1.310, H36 1.065
19 N -4.925 0.524 -4.942  C18 1.310, C20 1.397
20 C -4.254 1.742 -5.077  N19 1.397, N21 1.309, H37 1.100
21 N -3.218 1.865 -4.286  N17 1.360, C20 1.309
22 C -0.834 -2.720 -0.908  C14 1.432, C23 1.400, H38 1.116
23 C 0.108 -3.094 0.058  C22 1.400, C24 1.399, H39 1.088
24 C 0.822 -2.110 0.751  C3 1.447, C12 1.380, C23 1.399
25 H 3.992 -4.093 4.174  C1 1.093
26 H 3.175 -2.575 4.647  C1 1.107
27 H 4.235 -2.625 3.254  C1 1.068
28 H -0.657 1.592 1.235  C7 1.068
29 H -0.601 4.031 1.624  C8 1.094
30 H 1.653 5.158 2.206  C9 1.057
31 H 3.618 3.832 2.453  C10 1.081
32 H 3.507 1.361 2.249  C11 1.072
33 H -0.271 0.672 -0.782  C13 1.088
34 H -2.578 -1.752 -2.685  C15 1.094
35 H -1.586 1.145 -2.330  C16 1.090
36 H -4.372 -1.177 -3.765  C18 1.065
37 H -4.499 2.502 -5.832  C20 1.100
38 H -1.406 -3.550 -1.386  C22 1.116
39 H 0.338 -4.148 0.201  C23 1.088

Output
largest force on an atom: 0.07244 Eh/bohr
orbital gap: 7.52 eV
HOMO level: -7.81 eV

=====

We obtain energy above the lowest of the compared OMol25 structures with the same formula, charge and spin values of 251.8; 211.1; 64.5; 73.7 kJ/mol for the records listed above, in that order.